Computed, not measured: 12 unconnected molecules or ions with the total composition C97H221N11O6, with ωB97M-V/def2-TZVPD.

XYZ file:
```
335
Properties=species:S:1:pos:R:3:forces:R:3
C 3.630 5.498 9.112 0.383 -0.780 -0.386
C 2.381 4.659 9.520 0.468 1.122 -0.672
C 1.325 4.578 8.424 0.521 0.040 -0.230
N 0.338 3.411 8.558 0.349 2.667 1.002
C 0.978 2.090 8.530 -0.686 0.289 -0.866
C 1.582 1.769 7.202 0.740 -0.895 -0.914
C 0.593 1.841 6.039 -0.007 1.608 1.058
C -0.025 3.263 6.075 -0.223 -0.367 -0.442
C -0.637 3.586 7.454 -0.074 -1.863 -0.362
C -0.340 3.669 9.905 0.557 -0.837 -0.604
H 4.358 5.533 9.946 -0.701 0.275 -0.259
H 3.370 6.516 8.769 0.158 -0.475 0.301
H 4.211 4.975 8.317 -0.561 0.398 0.204
H 1.968 5.151 10.378 -0.212 -0.017 0.662
H 2.699 3.663 9.764 0.264 -0.382 0.409
H 1.824 4.411 7.487 0.282 -0.033 -0.437
H 0.734 5.500 8.291 0.166 -0.408 0.380
H 1.737 2.047 9.268 0.291 -0.178 1.024
H 0.134 1.454 8.730 -0.010 -0.872 0.367
H 2.493 2.362 7.002 -0.400 -0.154 0.105
H 1.909 0.731 7.292 0.264 0.028 0.026
H 1.072 1.567 5.097 -0.261 0.122 0.049
H -0.239 1.206 6.284 -0.301 -0.863 -0.240
H 0.702 4.025 5.809 0.221 0.064 0.080
H -0.794 3.362 5.300 -0.163 -0.029 0.291
H -1.008 4.576 7.475 -0.301 1.047 0.164
H -1.457 2.924 7.763 -0.058 -0.031 -0.631
H 0.494 3.803 10.592 -0.540 -0.259 0.301
H -1.015 2.838 10.192 0.417 0.547 -0.259
H -0.839 4.606 9.755 -0.541 0.372 0.349
C -1.606 -3.739 7.449 -0.294 0.834 0.020
C -1.467 -4.807 6.369 -1.073 -0.077 -0.395
C -2.216 -6.087 6.773 0.882 0.335 -0.075
N -2.260 -7.158 5.684 0.596 0.396 0.833
C -2.700 -8.376 6.379 -1.283 -1.453 0.573
C -3.141 -9.568 5.493 2.140 0.388 0.814
C -4.069 -9.096 4.436 -0.645 -0.261 -1.397
C -3.465 -7.922 3.660 -0.914 0.020 -0.963
C -3.194 -6.813 4.608 -0.953 0.735 0.647
C -0.941 -7.435 5.136 0.748 0.405 -0.516
H -1.031 -2.791 7.227 -0.568 -1.158 0.145
H -1.241 -4.159 8.380 0.250 0.141 0.262
H -2.658 -3.469 7.651 0.401 -0.052 -0.272
H -0.412 -5.032 6.283 0.213 -0.110 -0.379
H -1.892 -4.497 5.399 0.451 0.294 0.247
H -3.239 -5.943 7.122 0.012 0.204 -0.256
H -1.653 -6.500 7.607 -0.130 -0.426 0.050
H -3.554 -8.091 6.997 -0.006 0.008 0.012
H -1.892 -8.621 7.043 0.272 -0.384 0.373
H -3.478 -10.322 6.185 -0.798 -0.134 0.167
H -2.255 -10.092 5.073 -0.364 0.531 -0.114
H -5.052 -8.755 4.816 0.442 -0.300 0.046
H -4.250 -9.905 3.732 -0.285 -0.113 0.054
H -4.235 -7.509 2.968 0.335 -0.334 0.370
H -2.609 -8.107 2.992 -0.116 -0.449 0.471
H -4.097 -6.650 5.223 -0.091 0.634 -0.905
H -2.819 -5.951 4.052 -0.210 0.266 0.523
H -0.240 -7.501 5.977 0.104 0.208 -0.525
H -0.751 -6.633 4.392 0.515 -0.573 0.615
H -1.000 -8.399 4.641 0.243 0.058 -0.110
C -2.746 0.178 2.887 -1.769 -0.814 0.865
C -3.837 0.016 4.008 1.088 0.072 0.683
C -5.224 0.502 3.741 -1.433 0.315 -1.897
C -5.241 2.011 3.756 0.101 1.260 1.271
N -6.526 2.701 3.310 -0.481 -0.838 -1.213
C -6.775 2.389 1.789 0.278 -0.231 -0.281
C -6.189 3.607 1.011 -0.063 -0.156 0.691
C -6.446 4.762 1.993 0.468 0.637 -1.619
C -6.461 4.226 3.363 0.651 -0.499 1.908
C -7.707 2.214 4.156 0.851 -0.992 0.161
C -7.397 2.325 5.658 -1.211 0.483 0.380
C -8.698 1.909 6.425 0.854 -0.191 -0.689
H -2.692 1.172 2.467 0.134 0.269 -0.086
H -3.091 -0.545 2.132 0.606 0.316 -0.192
H -1.803 -0.134 3.332 0.137 0.073 -0.329
H -3.531 0.512 4.939 0.338 -0.163 -0.083
H -3.863 -1.045 4.228 -0.077 -0.206 0.188
H -6.025 0.159 4.416 0.775 -0.218 0.133
H -5.559 0.166 2.750 0.120 -0.246 0.072
H -4.440 2.505 3.187 -0.142 -0.371 0.040
H -5.085 2.231 4.843 -0.114 0.585 -1.054
H -7.870 2.228 1.704 0.711 0.367 -0.185
H -6.251 1.457 1.441 -0.664 0.812 0.845
H -6.705 3.826 0.062 0.247 -0.451 0.364
H -5.115 3.436 0.814 -0.396 0.034 0.058
H -7.343 5.222 1.650 -1.208 0.143 0.353
H -5.773 5.612 1.967 0.585 -0.124 -0.348
H -7.305 4.594 3.956 0.293 -0.177 -0.041
H -5.519 4.462 3.892 -0.572 -0.022 -0.088
H -7.816 1.143 3.894 -0.292 0.572 0.022
H -8.601 2.770 3.828 0.402 -0.182 0.257
H -7.127 3.371 5.882 -0.023 -0.348 0.138
H -6.581 1.670 5.988 -0.156 0.128 -0.251
H -8.600 1.888 7.519 -0.002 0.390 -0.456
H -8.893 0.881 6.116 -0.309 -0.073 0.100
H -9.517 2.533 6.070 -0.117 -0.026 0.456
C -7.355 -6.053 1.182 0.121 0.607 0.013
C -6.484 -6.173 -0.070 -1.058 -0.522 -0.404
C -7.342 -5.598 -1.247 -0.469 -0.259 2.258
C -6.634 -5.673 -2.514 0.343 0.394 -1.075
N -7.338 -5.102 -3.724 -0.063 0.527 -0.965
C -7.643 -3.591 -3.719 0.486 -0.220 0.830
C -6.527 -2.856 -4.477 -0.235 -0.757 -1.905
C -5.480 -3.943 -4.770 0.208 -0.103 0.401
C -6.312 -5.198 -4.795 -0.858 0.170 -1.369
C -8.650 -5.786 -4.151 0.079 0.723 -0.097
C -8.622 -7.273 -4.209 0.194 -0.765 0.184
C -9.903 -7.697 -4.961 0.681 0.505 0.251
H -8.317 -6.532 1.013 0.033 -0.281 0.185
H -7.582 -4.992 1.258 -0.132 0.226 0.430
H -6.934 -6.372 2.148 0.007 -0.129 -0.544
H -6.402 -7.233 -0.346 0.715 0.135 0.335
H -5.502 -5.688 0.074 -0.322 -0.215 -0.328
H -7.737 -4.631 -0.943 0.293 0.460 -0.317
H -8.225 -6.220 -1.261 -0.352 -0.325 -0.154
H -6.389 -6.720 -2.767 -0.106 0.506 0.079
H -5.712 -5.086 -2.461 0.092 -0.238 0.006
H -8.654 -3.497 -4.128 0.415 0.353 0.194
H -7.590 -3.308 -2.686 -0.551 0.254 0.548
H -6.896 -2.529 -5.456 -0.188 0.024 0.209
H -6.116 -1.969 -4.030 -0.024 0.189 0.680
H -4.959 -3.883 -5.733 -0.117 0.366 0.305
H -4.741 -3.982 -3.969 0.202 -0.039 -0.047
H -6.925 -5.159 -5.709 0.628 -0.461 -0.051
H -5.758 -6.110 -4.684 0.122 -0.452 -0.314
H -8.984 -5.329 -5.120 0.724 -0.334 0.682
H -9.387 -5.462 -3.428 -0.197 0.059 0.303
H -8.628 -7.656 -3.187 -0.085 -0.149 0.075
H -7.689 -7.679 -4.661 -0.705 0.267 -0.111
H -10.794 -7.181 -4.577 0.257 -0.184 -0.001
H -10.047 -8.759 -4.892 -0.148 -0.405 -0.111
H -9.745 -7.394 -5.989 -0.328 -0.193 -0.378
C 5.297 -2.453 -2.838 -0.543 -0.119 -0.005
C 4.614 -3.823 -3.099 0.911 0.519 -1.892
C 4.510 -4.749 -1.939 0.922 -0.564 2.183
C 3.710 -6.002 -2.224 -1.813 -0.188 -1.197
N 3.114 -6.873 -1.089 2.125 0.145 -0.171
C 2.259 -5.993 -0.247 -0.301 -0.149 -0.165
C 3.087 -5.567 0.945 -0.723 1.198 1.050
C 4.427 -6.266 0.884 0.214 -0.225 -0.289
C 4.195 -7.366 -0.141 0.014 -0.371 0.827
C 2.352 -8.074 -1.609 -1.387 1.110 -2.022
C 3.074 -9.087 -2.492 1.099 0.741 0.759
C 2.263 -10.338 -2.553 -1.212 -1.010 -0.504
H 5.491 -1.903 -3.764 -0.083 -0.349 -0.101
H 6.280 -2.525 -2.338 -0.568 -0.201 0.010
H 4.611 -1.810 -2.276 0.256 -0.008 0.335
H 5.194 -4.306 -3.881 0.687 -0.359 0.130
H 3.720 -3.759 -3.710 -0.879 0.649 0.541
H 4.113 -4.270 -1.033 -0.065 0.255 -0.314
H 5.551 -5.013 -1.675 -0.382 -0.070 0.073
H 4.207 -6.617 -2.964 0.236 -0.508 0.262
H 2.788 -5.657 -2.737 0.320 -0.276 0.130
H 1.418 -6.601 0.057 -0.249 -0.039 0.087
H 1.894 -5.170 -0.852 -0.064 0.008 -0.097
H 2.505 -5.814 1.828 0.227 -0.383 0.287
H 3.164 -4.475 1.044 0.201 -0.183 -0.391
H 4.740 -6.663 1.849 -0.059 -0.135 -0.118
H 5.227 -5.623 0.541 0.043 0.316 0.008
H 3.828 -8.258 0.379 -0.187 0.096 -0.329
H 5.085 -7.656 -0.666 0.287 -0.054 -0.485
H 1.518 -7.620 -2.194 0.286 -0.316 0.425
H 1.913 -8.573 -0.754 0.131 -0.013 0.293
H 4.021 -9.227 -1.977 0.334 -0.676 -0.080
H 3.358 -8.784 -3.504 -0.387 0.512 0.152
H 2.081 -10.783 -1.570 0.041 0.083 -0.088
H 2.719 -11.106 -3.177 0.272 0.079 0.131
H 1.278 -10.175 -3.047 0.507 0.113 0.443
C 2.558 -0.514 -7.635 0.656 0.689 0.114
C 1.865 0.180 -6.478 0.478 0.304 0.751
C 2.756 1.077 -5.637 0.578 0.890 0.140
C 3.444 2.086 -6.519 -0.181 0.259 -1.133
N 4.210 3.176 -5.801 -1.353 0.503 -1.099
C 4.794 4.169 -6.755 -1.174 0.566 -1.214
C 5.076 5.454 -5.969 0.392 -1.078 -1.224
C 4.142 5.366 -4.787 -0.861 -0.519 0.485
C 3.332 4.035 -4.936 0.118 0.606 -0.209
C 5.233 2.574 -5.011 0.619 -1.065 1.819
C 6.105 1.592 -5.695 1.060 -0.036 -0.993
C 7.171 1.201 -4.702 0.813 -0.203 0.689
H 3.460 -0.998 -7.247 -0.159 -0.355 -0.241
H 2.888 0.119 -8.477 -0.267 0.097 0.503
H 1.870 -1.202 -8.063 -0.257 -0.926 -0.356
H 1.577 -0.543 -5.717 -0.671 -0.502 -0.369
H 1.016 0.772 -6.784 -0.490 -0.025 -0.215
H 3.497 0.485 -5.103 0.085 -0.240 0.064
H 2.184 1.636 -4.890 -0.242 -0.255 0.026
H 2.683 2.544 -7.174 0.329 0.289 0.414
H 4.133 1.585 -7.211 -0.032 0.299 0.268
H 5.585 3.740 -7.319 1.018 -0.357 0.007
H 4.056 4.358 -7.547 -0.247 -0.067 0.463
H 6.141 5.390 -5.680 -0.549 0.841 -0.142
H 4.804 6.282 -6.641 0.772 -0.084 0.445
H 4.773 5.386 -3.909 -0.387 0.043 0.598
H 3.428 6.189 -4.791 0.174 0.017 0.333
H 2.971 3.500 -4.055 0.675 0.106 0.232
H 2.409 4.174 -5.479 -0.050 0.366 -0.429
H 4.711 1.992 -4.263 -0.150 0.163 0.620
H 5.851 3.303 -4.490 -0.204 0.357 -0.161
H 6.504 2.042 -6.614 0.300 -0.363 0.205
H 5.561 0.709 -5.985 -0.274 -0.342 -0.166
H 7.885 2.018 -4.515 -0.268 -0.185 -0.014
H 7.768 0.323 -4.950 -0.133 0.123 -0.444
H 6.686 0.936 -3.750 0.081 0.182 -0.007
C 6.004 -2.321 4.713 0.191 -0.147 -0.722
C 6.897 -2.609 3.460 -0.072 0.539 1.422
C 7.576 -1.355 2.972 -1.019 1.915 -0.978
C 8.474 -1.630 1.775 1.207 -0.087 0.555
N 9.116 -0.440 1.094 -0.350 -0.228 0.649
C 9.820 -0.822 -0.222 -0.236 -0.464 1.349
C 11.155 -1.433 0.199 0.465 0.233 -0.527
C 11.470 -0.841 1.595 0.032 0.717 -0.710
C 10.281 0.037 1.950 -0.426 0.716 -0.466
C 8.109 0.634 0.796 0.295 0.304 -0.276
C 6.940 0.158 -0.049 0.641 -0.624 -0.087
C 5.950 1.283 -0.173 -1.216 -0.624 -0.172
H 5.323 -1.458 4.627 0.152 -0.263 -0.493
H 6.642 -2.063 5.556 -0.002 -0.377 0.174
H 5.395 -3.211 4.912 0.250 0.260 0.325
H 6.332 -3.096 2.674 -0.095 -0.068 -0.238
H 7.709 -3.259 3.774 -0.165 -0.551 0.046
H 8.065 -0.799 3.788 0.287 -0.582 -0.209
H 6.800 -0.623 2.653 0.115 -0.450 0.115
H 8.029 -2.223 1.004 -0.724 -0.278 -0.374
H 9.300 -2.231 2.137 0.348 -0.171 -0.064
H 9.915 0.131 -0.715 0.176 0.103 -0.576
H 9.152 -1.511 -0.722 0.065 0.069 -0.441
H 11.940 -1.200 -0.555 -0.540 0.038 0.585
H 11.106 -2.509 0.195 -0.136 -0.408 0.225
H 12.357 -0.221 1.509 0.053 0.118 0.195
H 11.676 -1.539 2.368 0.108 -0.920 0.396
H 10.431 1.041 1.581 0.277 0.441 0.092
H 9.982 0.111 2.997 0.065 -0.259 -0.135
H 8.686 1.384 0.249 -0.170 0.169 0.137
H 7.682 1.119 1.687 0.628 -0.462 0.066
H 6.543 -0.746 0.412 -0.529 0.239 0.207
H 7.253 -0.207 -1.029 0.194 0.325 -0.125
H 5.636 1.645 0.791 0.074 0.291 0.559
H 5.020 0.933 -0.630 0.078 -0.048 -0.205
H 6.295 2.109 -0.764 0.414 0.404 -0.259
C -2.116 -3.554 -0.573 -0.446 0.034 -1.582
C -1.577 -3.383 -2.013 1.130 0.744 -0.531
C -0.887 -2.016 -2.332 -0.948 0.353 -0.266
C -1.823 -0.822 -1.999 0.494 -0.323 -0.142
N -1.460 0.548 -2.494 0.445 0.540 -0.605
C -1.424 0.747 -4.025 -0.427 -0.985 0.460
C -2.869 0.901 -4.464 -0.133 -0.121 0.393
C -3.605 1.465 -3.231 -0.382 0.207 0.754
C -2.570 1.540 -2.110 1.648 0.371 -0.247
C -0.127 0.941 -1.907 -0.138 -1.437 0.025
C -0.171 1.078 -0.411 -0.728 0.501 0.798
C 1.157 1.577 0.111 0.316 -0.523 -0.411
H -1.399 -3.277 0.188 0.222 0.061 0.137
H -2.463 -4.576 -0.420 0.180 -0.016 0.080
H -3.000 -2.928 -0.512 -0.143 0.185 0.466
H -2.279 -3.525 -2.823 -0.907 -0.195 0.288
H -0.810 -4.104 -2.280 0.146 -0.385 0.381
H -0.624 -1.940 -3.392 -0.197 -0.383 -0.066
H 0.066 -2.025 -1.839 0.428 0.519 0.715
H -1.854 -0.688 -0.908 -0.697 -0.288 -0.492
H -2.782 -0.986 -2.485 -0.361 -0.426 0.523
H -0.839 1.636 -4.191 0.248 0.109 -0.077
H -1.005 -0.104 -4.558 0.536 0.015 0.392
H -2.871 1.613 -5.294 -0.387 -0.490 -0.074
H -3.276 -0.105 -4.727 0.152 1.019 -0.201
H -4.043 2.468 -3.372 0.198 -0.527 -0.121
H -4.399 0.795 -2.898 -0.164 0.088 -0.273
H -2.017 2.506 -2.111 -0.625 -0.443 0.008
H -2.848 1.298 -1.084 -0.437 0.063 -0.228
H 0.188 1.865 -2.388 0.077 -0.506 0.199
H 0.501 0.082 -2.141 0.391 0.266 -0.313
H -0.459 0.150 0.124 0.111 0.460 -0.311
H -0.906 1.852 -0.179 -0.196 -0.131 0.186
H 1.100 1.938 1.142 0.154 -0.171 -0.252
H 1.519 2.341 -0.564 0.099 0.582 0.095
H 1.864 0.758 -0.007 0.324 -0.013 0.481
C -0.397 5.819 -0.208 0.974 -0.007 -0.402
C -1.811 6.150 -0.450 -1.968 -0.831 0.084
C -2.341 7.421 0.133 0.143 1.491 0.465
O -3.610 7.662 -0.411 -0.985 -0.192 0.016
C -4.211 8.976 -0.311 0.604 0.517 -0.153
N -2.149 6.196 -1.877 0.269 2.397 -0.361
H -1.936 5.354 -2.348 -0.109 -1.995 -1.348
H -3.103 6.553 -2.007 -0.181 -0.413 0.260
H -1.588 6.893 -2.385 0.157 0.005 0.301
H -0.096 4.914 -0.787 -0.100 0.571 0.558
H -0.340 5.658 0.863 0.546 -0.162 0.127
H 0.240 6.669 -0.492 0.076 -0.295 0.152
H -2.425 5.323 -0.062 -0.029 0.136 -0.109
H -1.702 8.253 -0.196 0.315 -0.002 0.505
H -2.363 7.326 1.233 0.093 0.337 -0.283
H -3.709 9.732 -0.937 0.076 -0.468 0.138
H -4.335 9.394 0.675 0.741 -0.271 0.820
H -5.228 8.902 -0.607 -0.751 -0.486 -0.813
C -4.244 7.421 -6.135 -1.222 2.035 -0.320
C -4.205 7.837 -7.601 0.159 -1.639 -1.685
C -4.128 6.548 -8.472 -0.605 0.465 0.601
O -5.273 5.840 -8.122 -0.530 -1.274 -0.037
C -5.452 4.625 -8.853 -0.121 -0.318 -0.826
N -5.499 8.531 -8.019 -0.516 -0.422 -1.230
H -5.447 9.092 -8.889 0.574 0.409 0.789
H -6.252 7.889 -8.327 0.596 -0.696 0.577
H -5.934 9.034 -7.263 0.001 0.891 0.310
H -3.309 6.996 -5.856 0.788 -0.134 0.305
H -5.028 6.696 -5.998 -0.223 -0.304 0.050
H -4.511 8.324 -5.537 0.544 -0.684 -0.021
H -3.339 8.406 -7.945 -0.368 0.640 0.588
H -3.220 6.010 -8.194 0.228 0.017 -0.217
H -4.203 6.714 -9.544 0.672 0.435 -0.227
H -5.078 4.640 -9.884 0.020 0.634 0.092
H -6.504 4.427 -8.925 -0.585 0.059 0.104
H -4.997 3.730 -8.443 0.381 0.144 0.783
C 8.316 8.100 -0.585 0.046 -0.184 1.032
C 7.343 8.082 0.606 0.628 2.180 -0.093
C 6.883 6.742 1.020 1.344 -0.332 -1.183
O 5.860 6.964 1.885 -2.114 -1.139 1.058
C 4.921 5.861 1.865 1.006 0.290 0.759
N 7.923 8.852 1.879 -0.239 -0.453 -2.363
H 8.813 8.458 2.138 0.594 -0.012 0.389
H 8.037 9.829 1.592 0.197 -0.032 0.359
H 7.259 8.789 2.631 -0.376 -0.030 0.603
H 7.816 7.679 -1.471 0.155 0.407 0.322
H 9.136 7.432 -0.315 0.226 0.066 -0.299
H 8.730 9.099 -0.781 -0.264 -0.321 -0.133
H 6.460 8.706 0.431 0.072 -0.271 -0.304
H 7.728 6.099 1.367 -0.515 0.283 0.289
H 6.536 6.285 0.097 -0.163 -0.297 -0.319
H 5.503 4.950 2.068 -0.475 0.022 0.009
H 4.358 5.762 0.944 0.279 0.214 -0.608
H 4.193 6.052 2.631 -0.090 -0.010 0.551
O 0.273 3.834 -5.101 -3.229 0.262 2.162
C -0.499 3.911 -3.749 2.468 -0.202 -2.489
O -1.647 4.369 -3.769 0.242 -0.181 -0.150
O 0.220 3.447 -2.878 -0.096 0.969 1.057
H -0.533 3.952 -5.628 0.625 0.198 -0.859
```
Forces are in eV/Å.

The HOMO-LUMO gap is 0.322 Eh. The charge is +10. The calculation puts the LUMO energy at -0.5504 hartree. The multiplicity is 1. The maximum force is 3.9 eV/Å.